# C7H8O

The molecule C7H8O (wB97M-V/def2-TZVPD, the OMol25 dataset).

Element x y z (Å)
C -1.9484 1.4667 0.4690
C -0.7516 0.5838 0.2023
C -0.8471 -0.5102 -0.6470
C 0.2509 -1.3314 -0.8771
C 1.4666 -1.0491 -0.2736
O 2.5790 -1.8330 -0.4660
C 1.5761 0.0274 0.5838
C 0.4633 0.8345 0.8192
H -2.6242 1.5235 -0.3884
H -1.6640 2.4846 0.7238
H -2.5569 1.0889 1.2953
H -1.7861 -0.7437 -1.1333
H 0.1946 -2.2009 -1.5192
H 2.5542 -2.2276 -1.3534
H 2.5286 0.2125 1.0576
H 0.5651 1.6741 1.5071

For the HOMO energy, the calculation gives -8.52 eV. For the energy above the lowest of the compared OMol25 structures with the same formula, charge and spin, the calculation gives 0.0000 eV.



# C32H50AgAsF6N2O19

C32H50AgAsF6N2O19 as an isolated structure at a distorted geometry (wB97M-V/def2-TZVPD, the OMol25 dataset).

Element x y z (Å)
Ag 9.9251 1.0565 1.9009
As 7.5607 -0.8049 0.3213
F 7.5318 -1.5609 -1.3893
F 6.9453 0.7074 -0.3120
F 7.7295 -0.0703 1.9787
F 8.2744 -2.3234 1.0214
F 9.1897 -0.1736 0.1526
F 5.8960 -1.3694 0.6563
C 5.5266 -3.8647 5.7131
C 5.7173 -5.2108 5.4441
C 5.7811 -5.7236 4.1089
C 5.5914 -4.7993 3.0519
C 5.3843 -3.4156 3.3166
C 5.2442 -2.9899 4.6833
N 5.3733 -5.3089 1.7349
O 4.9312 -4.5397 0.8847
O 5.6614 -6.4520 1.4104
H 5.5848 -3.4685 6.7161
H 5.7419 -5.8729 6.2971
H 5.8717 -6.7635 3.8317
H 5.0499 -2.6587 2.6226
H 5.1766 -1.9577 4.9939
C 7.0996 -5.7955 -3.1221
C 7.5557 -4.8527 -2.2316
C 8.0709 -5.0562 -1.0402
C 8.1409 -6.4368 -0.5938
C 7.7311 -7.4184 -1.4582
C 7.2095 -7.1348 -2.7049
N 8.7391 -6.7106 0.7116
O 8.4046 -7.7345 1.2970
O 9.6172 -5.9314 1.1757
H 6.5282 -5.5605 -4.0079
H 7.4901 -3.8233 -2.5518
H 8.3549 -4.2729 -0.3531
H 7.6651 -8.4525 -1.1536
H 6.7295 -7.8701 -3.3337
C 11.1656 5.6659 0.6794
C 10.9250 4.9020 1.9509
O 9.5419 4.9865 2.2333
C 8.6401 4.0266 2.0871
O 8.8530 3.0048 1.4061
O 7.6192 4.1584 2.9334
C 6.6525 3.0881 2.9730
H 10.5494 5.3435 -0.1599
H 12.1984 5.4156 0.4367
H 11.1840 6.7416 0.8540
H 11.5390 5.4086 2.6954
H 11.3152 3.8854 1.9022
H 7.1099 2.1908 2.5561
H 5.7596 3.2699 2.3749
H 6.4885 2.8105 4.0142
C 1.1260 -6.1684 5.2414
C 0.5179 -5.1646 4.2702
O 1.6542 -4.6753 3.4358
C 1.4750 -3.6733 2.5850
O 0.4492 -3.0112 2.4230
O 2.6423 -3.3520 2.0677
C 2.7930 -2.1152 1.3455
H 1.4134 -7.1423 4.8452
H 0.3580 -6.4542 5.9602
H 1.8464 -5.6704 5.8903
H -0.0514 -4.4432 4.8564
H -0.3094 -5.5540 3.6768
H 2.0828 -1.9136 0.5436
H 3.7127 -2.0516 0.7640
H 2.5064 -1.2963 2.0054
C 13.0440 -4.5378 2.9315
C 11.7635 -4.1350 3.7419
O 11.4928 -2.7630 3.7012
C 11.2357 -2.0946 2.5592
O 10.9227 -0.8976 2.4538
O 11.4067 -2.9292 1.4718
C 11.3471 -2.4993 0.0788
H 13.0345 -4.9255 1.9128
H 13.3493 -5.4283 3.4809
H 13.8655 -3.8219 2.9577
H 11.7882 -4.4649 4.7804
H 10.9626 -4.6250 3.1881
H 11.7653 -1.5009 -0.0492
H 10.2898 -2.5296 -0.1847
H 11.9054 -3.3472 -0.3180
C 4.1508 1.9369 -2.3279
C 3.5938 0.7223 -1.6390
O 2.7864 0.2106 -2.6894
C 2.0020 -0.8390 -2.5164
O 1.4303 -1.0199 -1.4320
O 1.8089 -1.4101 -3.7546
C 0.9328 -2.4550 -3.8312
H 4.6501 2.4841 -1.5283
H 3.4024 2.5907 -2.7758
H 4.8464 1.5483 -3.0716
H 3.0902 1.1951 -0.7958
H 4.2936 0.0105 -1.2010
H 0.3449 -2.0970 -4.6764
H 0.2611 -2.6510 -2.9955
H 1.3950 -3.4183 -4.0470
C 14.6795 4.2165 -3.0160
C 13.4591 3.4169 -3.3484
O 12.4212 3.5625 -2.3823
C 11.2712 2.9662 -2.6484
O 11.0278 2.1521 -3.5290
O 10.3410 3.5103 -1.8720
C 8.9927 2.9609 -1.8703
H 14.8160 5.1480 -3.5653
H 15.5386 3.5981 -3.2763
H 14.6596 4.6082 -1.9991
H 13.7126 2.3774 -3.5566
H 13.0534 3.7521 -4.3030
H 8.3263 3.3664 -1.1090
H 9.1910 1.9540 -1.5032
H 8.5274 2.9102 -2.8547

For the HOMO energy, the calculation gives -9.33 eV.



# C31H37BrN7O2W

C31H37BrN7O2W as an isolated structure (wB97M-V/def2-TZVPD, the OMol25 dataset).

Element x y z (Å)
W 0.5441 0.0191 -0.7397
C 3.1132 1.8034 -3.9375
C 2.2194 0.9744 -3.0910
N 1.9454 1.2581 -1.8611
C 2.4974 2.4980 -1.2858
C 2.1607 2.5129 0.1791
N 0.7729 2.0088 0.3200
C 0.3025 2.2699 1.7132
C -1.1786 2.0143 1.8101
N -1.4694 0.6781 1.2593
C -3.2186 -0.8794 0.3342
C -2.1178 -1.8990 0.0628
N -1.0684 -1.5510 -0.9400
C -0.9696 -2.3111 -1.9807
C -1.7423 -3.5623 -2.2598
C -0.0130 -1.8602 -3.0290
C 0.0838 -2.4335 -4.2933
C 0.9386 -1.8734 -5.2262
C 1.6782 -0.7466 -4.8825
C 1.5300 -0.2211 -3.6138
N 0.6925 -0.7709 -2.7178
H 2.7418 2.8317 -3.9661
H 3.1921 1.4429 -4.9556
H 4.1157 1.8326 -3.5028
H 2.0294 3.3383 -1.8081
H 3.5721 2.5499 -1.4575
H 2.2363 3.5232 0.5825
H 2.8047 1.8523 0.7559
H 0.1514 2.5482 -0.2913
H 0.5197 3.3134 1.9463
H 0.8951 1.6601 2.3947
H -1.7535 2.7380 1.2279
H -1.5123 2.1119 2.8482
H -3.1642 1.2580 0.3258
H -3.7569 -0.6840 -0.5939
H -3.9208 -1.4383 0.9583
H -2.6385 -2.7743 -0.3054
H -1.6100 -2.2243 0.9702
H -1.9733 -4.1226 -1.3594
H -1.1672 -4.2206 -2.9041
H -2.6803 -3.3245 -2.7699
H -0.5048 -3.2995 -4.5521
H 1.0282 -2.3037 -6.2145
H 2.3453 -0.2949 -5.6003
O 3.9956 -0.0011 0.3008
C 4.4358 -1.2182 0.7827
C 5.7716 -1.4219 1.0812
C 6.1999 -2.6459 1.5693
C 5.2974 -3.6843 1.7510
C 3.9683 -3.4748 1.4346
C 3.5113 -2.2412 0.9592
C 2.0386 -2.1282 0.7409
O 1.6621 -1.4681 -0.4710
N 1.3473 -1.3832 1.8078
N 0.3358 -0.6179 1.3254
C -0.7264 -0.2814 1.9492
C -2.9352 0.4649 1.0372
Br -1.2524 1.4331 -1.9499
C -3.7267 0.6423 2.2867
C -4.6485 1.6759 2.5384
C -4.9368 2.7154 1.6173
C -5.8494 3.6989 1.9300
C -6.5069 3.6888 3.1598
C -6.2437 2.6764 4.0817
C -5.3348 1.6882 3.7813
H 4.7720 0.5692 0.2316
H 6.4843 -0.6174 0.9371
H 7.2461 -2.7869 1.8036
H 5.6259 -4.6432 2.1235
H 3.2615 -4.2881 1.5542
H 1.6491 -3.1489 0.6621
H 1.1220 -1.9106 2.6454
H -0.9591 -0.6588 2.9482
H -3.6104 -0.1231 3.0498
H -4.4621 2.7440 0.6444
H -6.0639 4.4798 1.2132
H -7.2248 4.4622 3.3945
H -6.7571 2.6626 5.0330
H -5.1374 0.8995 4.4967

The charge is +3. Its spin multiplicity is 3. For the HOMO energy (alpha / beta), the calculation gives -13.66 / -15.36 eV.



# C30H30FeN5O4S2Si

C30H30FeN5O4S2Si as an isolated structure at a distorted geometry (wB97M-V/def2-TZVPD, the OMol25 dataset).

Element x y z (Å)
Fe -0.1416 0.1743 0.1564
O -4.7167 -1.9042 -3.2062
C -4.2606 -2.9056 -2.4798
O -4.7175 -4.0250 -2.5507
C -3.1554 -2.5983 -1.5332
C -2.6273 -3.5439 -0.6868
N -1.6692 -2.9314 0.0285
N -1.5524 -1.6411 -0.2820
C -2.4325 -1.4187 -1.2335
C -2.5264 -0.0229 -1.7857
O -3.4984 0.2188 -2.5415
O -1.6486 0.7830 -1.4151
H -4.1998 -1.0531 -3.0121
H -2.8741 -4.5877 -0.5730
H -1.1080 -3.3005 0.7770
S 2.6366 3.2748 -0.9835
C 2.1616 3.8863 0.5936
C 2.4669 5.1030 1.1688
C 1.9753 5.3978 2.4417
C 1.1729 4.4778 3.1069
C 0.8596 3.2502 2.5349
C 1.3582 2.9367 1.2649
N 1.1145 1.7832 0.5688
C 1.8385 1.7369 -0.6056
C 1.9187 0.5742 -1.3274
C 2.3442 0.5894 -2.7117
C 2.2700 -0.5029 -3.5008
C 1.7749 -1.7534 -2.9843
C 1.4368 -1.8333 -1.6730
C 1.4835 -0.7227 -0.7599
H 3.0823 5.8217 0.6394
H 2.2104 6.3499 2.9023
H 0.7913 4.7118 4.0944
H 0.2367 2.5282 3.0514
H 2.6859 1.5293 -3.1365
H 2.5652 -0.4356 -4.5422
H 1.6932 -2.6199 -3.6300
H 1.1097 -2.7987 -1.2881
C 3.3282 -2.6949 0.6212
Si 2.0941 -1.3089 0.9792
C 0.8604 -2.1076 2.1698
C 3.0634 0.0294 1.8568
C 4.1497 0.6075 1.1915
C 4.8665 1.6514 1.7604
C 4.5254 2.1275 3.0202
C 3.4582 1.5583 3.7008
C 2.7333 0.5262 3.1184
H 3.8323 -2.9928 1.5491
H 4.0835 -2.3699 -0.0986
H 2.8316 -3.5782 0.2072
H 1.3007 -2.0252 3.1708
H 0.8093 -3.1812 1.9435
H -0.1479 -1.6946 2.2218
H 4.4229 0.2625 0.1974
H 5.6829 2.1036 1.2096
H 5.0759 2.9504 3.4613
H 3.1718 1.9380 4.6755
H 1.8724 0.1313 3.6531
C -4.6876 0.3898 0.6081
N -3.8193 1.5399 0.5347
C -4.0910 2.6410 -0.3915
C -2.7935 3.4592 -0.3465
N -2.1092 2.8801 0.8106
C -2.6417 1.6905 1.1487
S -1.9195 0.5857 2.2260
H -5.6845 0.6914 0.9418
H -4.2678 -0.3178 1.3174
H -4.7739 -0.0800 -0.3738
H -4.9526 3.2158 -0.0413
H -4.2967 2.2403 -1.3824
H -2.9863 4.5190 -0.1942
H -2.1989 3.3066 -1.2447
H -1.1180 3.0066 0.9563

The charge is -1. Its spin multiplicity is 5. For the HOMO energy (alpha / beta), the calculation gives -2.24 / -2.74 eV. For the energy above the lowest of the compared OMol25 structures with the same formula, charge and spin, the calculation gives 0.0000 eV.



# C5H6O

The molecule C5H6O (wB97M-V/def2-TZVPD, the OMol25 dataset).

Element x y z (Å)
C -1.1819 0.6809 -0.2621
C -0.6279 -0.6392 0.2759
O -1.3690 -1.6986 -0.2906
C 0.8192 -0.8966 0.1844
C 1.7324 0.1163 0.2277
C 2.6311 0.9382 0.0780
H -0.8950 0.8159 -1.3095
H -0.8006 1.5252 0.3216
H -2.2743 0.6680 -0.2032
H -0.7552 -0.6342 1.3871
H -0.7569 -2.4488 -0.3301
H 3.4782 1.5729 -0.0791

For the HOMO energy, the calculation gives -8.59 eV. For the energy above the lowest of the compared OMol25 structures with the same formula, charge and spin, the calculation gives 4.7702 eV.



# C46H82N2O12

A 14-piece molecular cluster, C46H82N2O12 overall at a distorted geometry (wB97M-V/def2-TZVPD, the OMol25 dataset).

Element x y z (Å)
N 1.1294 -0.6547 1.1780
C 1.1181 -1.3969 0.0696
C 0.2526 -1.1582 -1.0073
C -0.7214 -0.1959 -0.7872
C -0.8114 0.4680 0.4228
C 0.1771 0.2586 1.3548
H 1.8107 -2.2200 -0.0370
H 0.3405 -1.6055 -1.9859
H -1.3832 0.0711 -1.6015
H -1.5656 1.2236 0.5709
H 0.2903 0.9257 2.2035
N -5.5543 -0.5551 -1.7121
C -6.6722 0.1530 -1.4984
C -6.9923 1.3427 -2.1300
C -6.0798 1.8667 -3.0405
C -4.8821 1.1860 -3.1734
C -4.6417 -0.0144 -2.5185
H -7.3824 -0.3768 -0.8733
H -7.9317 1.8439 -1.9382
H -6.2385 2.8029 -3.5567
H -4.1694 1.6358 -3.8557
H -3.7027 -0.5455 -2.6354
C 2.5763 -3.4560 -4.6767
C 2.6675 -3.8226 -3.2184
O 2.5051 -3.0091 -2.3379
C 3.0397 -5.2671 -2.8759
H 1.5197 -3.2717 -4.8917
H 2.9658 -4.1904 -5.3758
H 3.0972 -2.5180 -4.8618
H 2.1071 -5.7890 -2.6402
H 3.7161 -5.3195 -2.0282
H 3.4266 -5.7459 -3.7736
C 4.6027 2.3179 3.6033
C 3.2390 1.6892 3.6410
O 2.2362 2.3712 3.7294
C 3.1227 0.1745 3.5142
H 5.0939 2.1622 4.5647
H 4.4917 3.3603 3.3135
H 5.2034 1.8674 2.8111
H 2.3046 -0.0306 2.8244
H 2.8939 -0.2146 4.5080
H 4.0765 -0.2162 3.1634
C 5.7245 -5.3521 0.9269
C 4.4033 -4.7596 1.3491
O 3.5450 -5.4025 1.9064
C 4.1163 -3.2979 0.9941
H 5.5521 -6.3988 0.6926
H 6.4537 -5.2174 1.7306
H 6.1743 -4.7677 0.1234
H 3.6504 -2.7986 1.8364
H 3.5070 -3.3364 0.0863
H 5.0206 -2.8169 0.6153
C -1.2974 -1.2025 -6.0958
C -1.3695 -0.8384 -4.6467
O -1.7512 -1.6253 -3.8021
C -1.1796 0.6264 -4.3270
H -0.8903 -2.2097 -6.2045
H -0.6460 -0.5285 -6.6489
H -2.2968 -1.2104 -6.5330
H -0.6035 0.8292 -3.4227
H -2.1094 1.1602 -4.1135
H -0.7067 1.1929 -5.1287
C 3.0567 5.0748 -0.9108
C 3.4165 3.7899 -0.1563
O 4.5084 3.6853 0.3593
C 2.3976 2.6947 0.0071
H 3.9879 5.3014 -1.4288
H 2.7956 5.8360 -0.1752
H 2.2000 4.9471 -1.5515
H 2.6178 2.0987 0.8929
H 2.4209 1.9994 -0.8394
H 1.3818 3.0389 0.0768
C 3.9947 0.2999 -6.2454
C 2.5855 0.3147 -5.7139
O 1.6427 0.6598 -6.3905
C 2.4704 0.1288 -4.2188
H 4.5978 1.0230 -5.6973
H 4.0205 0.4135 -7.3255
H 4.4304 -0.6797 -6.0182
H 3.1043 -0.6570 -3.8185
H 1.4253 -0.0352 -3.9539
H 2.6777 1.0734 -3.7073
C -3.1323 1.6561 5.7355
C -2.9700 0.6222 4.6457
O -1.8980 0.4064 4.1239
C -4.1963 -0.1833 4.3017
H -2.1516 2.0093 6.0497
H -3.6841 1.2547 6.5838
H -3.6476 2.5271 5.3257
H -4.0109 -0.8905 3.4967
H -4.9773 0.5139 3.9897
H -4.5339 -0.7013 5.2007
C -0.8868 2.8649 -1.4358
C -0.6815 4.2144 -0.7888
O 0.3580 4.8369 -0.9110
C -1.8656 4.8097 -0.0712
H -1.7639 2.8869 -2.0857
H -1.0597 2.1315 -0.6523
H 0.0066 2.6415 -2.0141
H -2.7127 4.5510 -0.7110
H -1.7253 5.8760 0.0833
H -1.9489 4.2902 0.8849
C -5.0441 4.5025 1.4774
C -4.8843 3.1574 2.1500
O -4.9860 3.0020 3.3463
C -4.4852 1.9898 1.2538
H -5.2187 5.1981 2.2952
H -5.8486 4.4749 0.7409
H -4.1513 4.7671 0.9134
H -4.5027 1.0194 1.7391
H -3.4573 2.1588 0.9221
H -5.1582 2.0227 0.3931
C 0.6422 5.1023 2.3788
C -0.3994 4.0691 2.7029
O -0.8379 3.3029 1.8588
C -0.8368 3.8883 4.1311
H 1.5381 4.8247 2.9441
H 0.3362 6.0997 2.6909
H 0.8945 5.0232 1.3268
H 0.0137 3.5558 4.7306
H -1.6284 3.1468 4.1312
H -1.1788 4.8190 4.5904
C 0.2859 -4.9803 0.0130
C 0.1364 -6.4575 0.2225
O -0.1390 -7.1975 -0.6953
C 0.3460 -6.9648 1.6381
H 0.0350 -4.6853 -1.0046
H 1.2674 -4.6034 0.3037
H -0.4658 -4.5231 0.6657
H 1.0785 -6.3646 2.1748
H 0.8028 -7.9530 1.5557
H -0.6100 -7.0501 2.1502
C -1.3380 -2.5685 2.5011
C -0.4986 -3.6059 3.1974
O -1.0064 -4.5987 3.6686
C 0.9841 -3.3478 3.2826
H -1.2562 -1.6043 3.0087
H -2.3705 -2.9168 2.4975
H -1.0428 -2.3811 1.4661
H 1.5196 -4.2972 3.3077
H 1.2801 -2.7810 4.1688
H 1.3615 -2.7614 2.4451

For the HOMO energy, the calculation gives -8.99 eV.